The following is a quantum chemistry calculation of a cluster of 12 separate species, H25O12 in total at a distorted geometry, from OMol25.

Last column: natural (NBO) charge in e.
Geometry (Å):
1 O -0.20 2.50 -2.68  -0.957
2 H 0.45 1.80 -2.69  0.486
3 H -1.03 2.11 -3.25  0.469
4 O -0.23 0.72 4.29  -0.914
5 H -0.32 -0.20 4.67  0.481
6 H 0.68 3.99 -1.33  0.488
7 O -3.95 -0.11 -2.39  -0.946
8 H 1.46 0.63 -4.62  0.486
9 O -2.33 -2.89 -0.36  -0.921
10 H -2.88 -3.35 -1.08  0.523
11 H -1.90 -3.58 -0.14  0.456
12 O 0.96 0.02 0.55  -0.929
13 H 1.12 -0.28 -0.47  0.499
14 H 1.77 -0.11 0.90  0.498
15 O 2.50 0.72 2.22  -0.953
16 H 2.29 0.23 3.01  0.475
17 H 2.87 1.50 2.61  0.497
18 O 1.58 3.82 -1.19  -0.950
19 H 1.89 4.19 -0.42  0.462
20 H -0.10 -0.86 0.96  0.540
21 O -1.40 1.32 1.56  -0.959
22 H -0.76 0.77 2.12  0.457
23 H 0.30 0.58 3.44  0.439
24 O 1.16 0.09 -3.82  -0.965
25 H -0.84 2.21 1.50  0.503
26 H 0.83 -0.56 -4.49  0.490
27 O 1.12 -2.97 2.47  -0.940
28 H 1.14 -3.33 3.31  0.474
29 H 0.21 -3.32 2.11  0.468
30 O -1.14 -1.36 1.27  -0.885
31 H -1.59 -1.80 0.49  0.531
32 H -1.87 -0.62 1.08  0.560
33 O 1.51 -0.91 -1.77  -0.893
34 H 2.14 -0.38 -2.31  0.522
35 H 2.11 -1.28 -1.21  0.464
36 H -3.20 0.36 -2.68  0.467
37 H -4.36 0.36 -1.64  0.480

Values from the calculation:
* net charge: +1
* E_tot: -24965.731 eV
* gap between HOMO and LUMO: 10.406 eV
* energy above the lowest of the compared OMol25 structures with the same formula, charge and spin: 511.4 kJ/mol

The following is a quantum chemistry calculation of a cluster of 13 separate species, H25O13 in total at a distorted geometry, from OMol25.

Last column: natural (NBO) charge in e.
Geometry (Å):
1 O -2.67 -3.57 -0.56  -0.919
2 H -2.11 -3.63 0.22  0.460
3 H -1.33 -2.64 2.34  0.489
4 O 2.80 1.42 2.23  -1.020
5 H 3.06 2.07 2.83  0.506
6 H 3.24 0.97 1.47  0.539
7 O 0.68 -1.13 -2.35  -1.224
8 H 0.13 -0.33 -1.23  0.522
9 O -0.56 1.66 1.67  -0.967
10 H 0.26 1.85 2.28  0.478
11 H -0.38 1.47 0.84  0.468
12 O -1.70 -1.86 2.75  -1.008
13 H 2.33 1.16 -2.16  0.448
14 H -1.52 -0.96 2.66  0.520
15 O -2.11 -0.69 -1.58  -0.970
16 H -1.48 -0.46 -2.31  0.500
17 H -2.44 -1.56 -1.71  0.466
18 O 1.98 -2.51 0.35  -0.947
19 H 2.43 -1.98 0.97  0.464
20 H 0.97 -1.90 -2.06  0.412
21 O -0.03 0.61 -0.57  -1.108
22 H 0.84 1.11 -0.90  0.446
23 H 2.91 -0.13 -2.04  0.494
24 O 3.13 0.91 -1.93  -0.949
25 H -1.94 -3.30 -1.12  0.460
26 H 1.34 -2.03 -0.06  0.479
27 O -3.22 -0.14 0.70  -0.923
28 H -3.25 0.55 0.11  0.457
29 H -2.32 -0.28 0.74  0.466
30 O 0.58 2.98 -2.92  -0.963
31 H 0.18 3.12 -2.09  0.489
32 H 0.73 2.14 -3.06  0.444
33 O 0.94 -0.05 3.44  -0.962
34 H 1.61 0.38 3.02  0.483
35 H 0.99 -0.85 3.69  0.457
36 O -1.29 2.90 -1.33  -0.974
37 H -0.95 2.39 -0.48  0.509
38 H -1.82 2.32 -1.82  0.479

Values from the calculation:
* net charge: -1
* E_tot: -27020.267 eV
* gap between HOMO and LUMO: 8.368 eV
* energy above the lowest of the compared OMol25 structures with the same formula, charge and spin: 685.9 kJ/mol

The following is a quantum chemistry calculation of a structure of composition H25O13 at a distorted geometry, from OMol25.

Last column: natural (NBO) charge in e.
Geometry (Å):
1 O 1.29 3.70 1.00  -0.968
2 H 1.37 2.96 0.40  0.488
3 H 0.37 3.77 1.25  0.480
4 O -3.27 0.37 -0.92  -0.977
5 H -2.74 0.94 -0.38  0.501
6 H -3.79 0.81 -1.59  0.474
7 O 2.58 -0.06 0.37  -0.993
8 H 3.27 0.56 0.60  0.468
9 O -2.35 3.17 0.83  -1.003
10 H -1.82 3.23 0.01  0.510
11 H -2.20 2.36 1.30  0.475
12 O -2.44 -0.88 2.00  -1.019
13 H -1.91 -0.51 1.26  0.505
14 H -2.18 -1.70 2.40  0.466
15 O -0.95 -4.13 -0.23  -0.959
16 H -0.85 -3.60 0.56  0.462
17 H -0.92 -3.41 -0.87  0.492
18 O -0.54 2.16 -0.89  -1.118
19 H -1.15 1.69 -1.48  0.442
20 H 2.77 -0.25 -0.57  0.502
21 O 3.24 -0.38 -2.29  -0.997
22 H 2.29 -0.04 -2.25  0.506
23 H 3.15 -1.25 -2.68  0.469
24 O -0.70 0.04 0.21  -1.157
25 H -0.17 -0.18 0.98  0.487
26 H -0.56 1.21 -0.17  0.489
27 O -1.42 -1.48 -1.78  -1.015
28 H -1.40 -0.86 -0.98  0.529
29 H -2.31 -1.28 -2.09  0.488
30 O 1.15 -0.12 3.27  -0.942
31 H 1.53 0.49 2.63  0.480
32 H 0.89 0.44 4.01  0.463
33 O 3.20 -2.62 1.00  -0.951
34 H 2.60 -1.96 0.68  0.489
35 H 2.85 -3.42 0.59  0.452
36 O 0.68 -0.02 -2.25  -1.038
37 H 0.59 0.85 -1.84  0.504
38 H -0.13 -0.59 -2.10  0.515

Values from the calculation:
* net charge: -1
* E_tot: -27025.923 eV
* gap between HOMO and LUMO: 9.711 eV
* energy above the lowest of the compared OMol25 structures with the same formula, charge and spin: 140.1 kJ/mol

The following is a quantum chemistry calculation of a cluster of 13 separate species, H25O13 in total at a distorted geometry, from OMol25.

Last column: natural (NBO) charge in e.
Geometry (Å):
1 O 3.21 2.32 0.81  -0.927
2 H -1.51 -1.31 0.05  0.438
3 H -2.81 -1.62 3.25  0.472
4 O -3.30 1.78 0.57  -0.978
5 H -3.52 0.88 0.83  0.492
6 H -1.19 0.89 1.59  0.496
7 O -2.81 -1.12 2.44  -1.059
8 H -1.96 -1.07 1.90  0.518
9 O 0.27 -3.63 -0.59  -0.997
10 H -0.35 -3.29 0.09  0.490
11 H 0.47 -2.72 -0.92  0.501
12 O -1.94 1.39 -1.69  -1.006
13 H 3.24 1.49 0.29  0.463
14 H -1.01 1.38 -1.38  0.473
15 O 3.26 -1.72 2.82  -0.951
16 H 2.61 -1.19 2.36  0.470
17 H 3.39 -2.49 2.25  0.478
18 O -1.62 1.34 2.33  -0.993
19 H 1.50 2.40 -2.07  0.466
20 H -1.48 3.20 -1.66  0.494
21 O -0.89 -1.21 0.78  -1.204
22 H -2.40 1.39 -0.80  0.509
23 H -2.41 0.82 2.56  0.490
24 O -0.66 3.74 -1.59  -0.966
25 H -2.93 2.27 1.31  0.515
26 H 2.87 -2.40 0.44  0.459
27 O -0.20 -0.24 -3.63  -0.944
28 H -0.79 0.41 -3.22  0.476
29 H -0.59 -1.06 -3.28  0.465
30 O 1.22 -0.99 -0.52  -1.081
31 H 0.96 -0.31 -1.17  0.468
32 H -0.29 3.52 -2.46  0.451
33 O 3.00 -3.24 -0.01  -0.977
34 H 1.90 1.42 -1.07  0.465
35 H 0.30 -0.89 0.07  0.497
36 O 1.78 1.47 -2.03  -0.932
37 H 2.09 -3.58 -0.08  0.498
38 H 2.56 1.97 1.44  0.468

Values from the calculation:
* net charge: -1
* E_tot: -27025.619 eV
* gap between HOMO and LUMO: 9.418 eV
* energy above the lowest of the compared OMol25 structures with the same formula, charge and spin: 169.4 kJ/mol

The following is a quantum chemistry calculation of a structure of composition H26Mg2O25S3 at a distorted geometry, from OMol25.

Last column: natural (NBO) charge in e.
Geometry (Å):
1 Mg -15.21 -9.05 6.32  1.815
2 Mg -15.73 -7.53 0.97  1.816
3 S -16.02 -4.27 0.55  2.591
4 O -16.16 -5.69 1.02  -1.283
5 O -14.64 -3.89 0.80  -1.047
6 O -16.31 -4.36 -0.89  -1.124
7 O -17.03 -3.42 1.19  -1.062
8 S -13.87 -8.18 3.53  2.657
9 O -13.76 -9.62 3.24  -1.124
10 O -14.69 -7.51 2.50  -1.132
11 O -14.57 -7.96 4.83  -1.112
12 O -12.59 -7.48 3.60  -1.071
13 S -14.89 -6.54 8.39  2.605
14 O -14.80 -5.38 7.50  -1.056
15 O -13.73 -6.50 9.28  -1.085
16 O -16.17 -6.54 9.08  -1.102
17 O -14.81 -7.86 7.64  -1.288
18 O -15.26 -9.44 0.70  -1.015
19 H -15.85 -10.17 0.50  0.487
20 H -14.48 -9.85 1.11  0.532
21 O -13.34 -11.23 1.16  -0.986
22 H -12.44 -11.45 0.90  0.478
23 H -13.25 -10.71 1.98  0.504
24 O -15.56 -10.37 4.88  -1.035
25 H -16.31 -10.67 4.36  0.490
26 H -14.81 -10.35 4.25  0.524
27 O -15.35 -4.52 3.75  -0.947
28 H -15.04 -5.38 4.02  0.451
29 H -15.68 -4.64 2.85  0.486
30 O -11.63 -7.68 0.82  -0.978
31 H -10.77 -8.10 0.70  0.481
32 H -11.76 -7.67 1.79  0.508
33 O -9.87 -7.32 3.78  -0.979
34 H -9.80 -8.28 3.75  0.467
35 H -10.80 -7.15 4.01  0.491
36 O -13.28 -9.79 6.50  -0.990
37 H -12.47 -9.73 5.97  0.518
38 H -13.01 -10.26 7.29  0.496
39 O -14.06 -7.09 -0.19  -1.038
40 H -13.18 -7.33 0.14  0.513
41 H -13.92 -6.30 -0.73  0.526
42 O -17.12 -8.42 5.83  -0.988
43 H -17.96 -8.55 6.28  0.496
44 H -17.24 -7.62 5.30  0.517
45 O -12.17 -4.41 1.79  -0.905
46 H -12.15 -5.35 1.91  0.457
47 H -11.44 -4.08 2.33  0.451
48 O -12.15 -6.10 5.71  -0.969
49 H -12.58 -5.25 5.55  0.484
50 H -12.39 -6.65 4.95  0.459
51 O -17.37 -7.78 2.13  -0.977
52 H -17.46 -7.23 2.92  0.523
53 H -18.09 -8.42 2.19  0.479
54 O -10.93 -9.75 4.18  -0.972
55 H -11.68 -9.14 4.01  0.499
56 H -10.98 -10.39 3.47  0.462

Values from the calculation:
* net charge: -2
* E_tot: -95014.893 eV
* gap between HOMO and LUMO: 3.803 eV
* energy above the lowest of the compared OMol25 structures with the same formula, charge and spin: 326.0 kJ/mol

The following is a quantum chemistry calculation of a cluster of 13 separate species, H26NO15S in total at a distorted geometry, from OMol25.

Last column: natural (NBO) charge in e.
Geometry (Å):
1 N -2.73 1.86 -1.18  -0.859
2 H -2.36 1.21 -1.81  0.454
3 H -2.06 1.73 -0.33  0.503
4 H -3.53 1.49 -0.97  0.419
5 H -2.74 2.88 -1.51  0.459
6 S 0.12 -0.22 -0.15  2.749
7 O -0.81 -1.09 -0.93  -1.114
8 O 0.35 1.10 -0.67  -1.100
9 O -0.51 -0.06 1.08  -1.154
10 O 1.20 -1.05 0.17  -1.098
11 O 3.98 -1.15 -0.63  -0.896
12 H 3.11 -1.10 -0.64  0.468
13 H 4.04 -0.92 -1.51  0.435
14 O 2.06 -1.43 2.73  -0.980
15 H 1.98 -1.23 1.77  0.481
16 H 1.76 -0.65 3.12  0.470
17 O -3.25 -1.70 -0.20  -1.019
18 H -2.99 -2.11 0.70  0.484
19 H -2.41 -1.37 -0.41  0.478
20 O -2.23 1.44 2.12  -1.033
21 H -2.10 1.58 3.10  0.475
22 H -1.60 0.60 1.97  0.508
23 O -0.72 -2.31 -3.27  -0.964
24 H -0.71 -1.76 -2.57  0.484
25 H -0.51 -3.17 -2.88  0.466
26 O 1.97 -3.41 -0.15  -0.949
27 H 2.88 -3.21 -0.49  0.458
28 H 1.73 -2.60 0.11  0.469
29 O -2.09 -1.83 2.21  -0.933
30 H -1.47 -1.23 1.96  0.476
31 H -1.51 -2.59 1.94  0.471
32 O 0.53 0.81 3.43  -0.961
33 H 0.75 1.63 3.30  0.449
34 H 0.24 0.52 2.54  0.493
35 O 3.01 1.54 -1.22  -0.970
36 H 3.45 0.69 -1.52  0.454
37 H 2.17 1.37 -0.72  0.490
38 O -0.11 3.63 -0.20  -1.002
39 H -0.62 3.70 0.61  0.483
40 H 0.27 2.83 -0.52  0.506
41 O 0.51 2.26 -2.89  -0.989
42 H 0.53 1.85 -1.99  0.482
43 H 0.40 1.47 -3.50  0.460

Values from the calculation:
* net charge: -1
* E_tot: -43459.543 eV
* gap between HOMO and LUMO: 8.920 eV
* energy above the lowest of the compared OMol25 structures with the same formula, charge and spin: 134.1 kJ/mol

Repeat the third record exactly.
The following is a quantum chemistry calculation of a structure of composition H25O13 at a distorted geometry, from OMol25.

Last column: natural (NBO) charge in e.
Geometry (Å):
1 O 1.29 3.70 1.00  -0.968
2 H 1.37 2.96 0.40  0.488
3 H 0.37 3.77 1.25  0.480
4 O -3.27 0.37 -0.92  -0.977
5 H -2.74 0.94 -0.38  0.501
6 H -3.79 0.81 -1.59  0.474
7 O 2.58 -0.06 0.37  -0.993
8 H 3.27 0.56 0.60  0.468
9 O -2.35 3.17 0.83  -1.003
10 H -1.82 3.23 0.01  0.510
11 H -2.20 2.36 1.30  0.475
12 O -2.44 -0.88 2.00  -1.019
13 H -1.91 -0.51 1.26  0.505
14 H -2.18 -1.70 2.40  0.466
15 O -0.95 -4.13 -0.23  -0.959
16 H -0.85 -3.60 0.56  0.462
17 H -0.92 -3.41 -0.87  0.492
18 O -0.54 2.16 -0.89  -1.118
19 H -1.15 1.69 -1.48  0.442
20 H 2.77 -0.25 -0.57  0.502
21 O 3.24 -0.38 -2.29  -0.997
22 H 2.29 -0.04 -2.25  0.506
23 H 3.15 -1.25 -2.68  0.469
24 O -0.70 0.04 0.21  -1.157
25 H -0.17 -0.18 0.98  0.487
26 H -0.56 1.21 -0.17  0.489
27 O -1.42 -1.48 -1.78  -1.015
28 H -1.40 -0.86 -0.98  0.529
29 H -2.31 -1.28 -2.09  0.488
30 O 1.15 -0.12 3.27  -0.942
31 H 1.53 0.49 2.63  0.480
32 H 0.89 0.44 4.01  0.463
33 O 3.20 -2.62 1.00  -0.951
34 H 2.60 -1.96 0.68  0.489
35 H 2.85 -3.42 0.59  0.452
36 O 0.68 -0.02 -2.25  -1.038
37 H 0.59 0.85 -1.84  0.504
38 H -0.13 -0.59 -2.10  0.515

Values from the calculation:
* net charge: -1
* E_tot: -27025.923 eV
* gap between HOMO and LUMO: 9.711 eV
* energy above the lowest of the compared OMol25 structures with the same formula, charge and spin: 140.1 kJ/mol